Computed, not measured: CH5NOP2 in the gas phase, with wB97M-V/def2-TZVPD.

Values from the calculation:
Energy above the lowest of the compared OMol25 structures with the same formula, charge and spin: 42.4 kJ/mol
HOMO: -8.9 eV
SMILES: O=CN[PH]#[PH2]

Element x y z (Å)
C: 1.77452 0.08992 -0.10163
N: 0.59126 0.77583 0.04420
O: 1.98072 -1.08938 0.04738
P: -1.83606 -1.29597 0.12910
P: -1.20559 0.79282 0.25116
H: 2.68387 0.70048 -0.44372
H: 0.77386 1.79700 -0.03319
H: -0.84229 -1.73523 -0.70193
H: -2.77302 -1.11172 -0.85132
H: -1.14728 1.07624 1.65995

Forces on the atoms, in the same order (eV/Å):
C 0.8737 -0.4546 -0.2946
N -0.1590 2.4212 -0.2650
O -0.7159 -0.1873 0.1102
P -0.1284 -0.5734 1.9500
P 1.3860 0.2698 -0.0335
H -1.4000 0.0968 0.4904
H 0.1423 -1.1171 -0.1923
H 0.7783 -0.1270 -0.6293
H -0.5535 0.3451 -0.8446
H -0.2235 -0.6734 -0.2913

Atom-resolved charges from natural (NBO), all expressed in e: 0.53 -0.92 -0.59 0.02 0.47 0.12 0.39 0.03 -0.01 -0.03

Computed, not measured: C5H8O in the gas phase, with wB97M-V/def2-TZVPD.

Values from the calculation:
Energy above the lowest of the compared OMol25 structures with the same formula, charge and spin: 242.7 kJ/mol
HOMO: -9.3 eV
SMILES: CC#CCCO

Element x y z (Å)
C: 2.39141 0.53942 -0.15134
C: 1.19622 -0.21785 -0.47290
C: 0.18574 -0.82451 -0.72486
C: -1.25097 -1.00646 -0.57463
C: -1.74515 0.13221 0.40697
O: -0.78555 1.06761 0.84565
H: 2.61420 0.48955 0.91978
H: 3.23183 0.12055 -0.70035
H: 2.27016 1.59292 -0.42147
H: -1.76653 -0.93839 -1.54066
H: -1.48981 -2.00003 -0.17448
H: -2.47550 0.74888 -0.11740
H: -2.22437 -0.33785 1.27457
H: -0.15167 0.63395 1.43113

Forces on the atoms, in the same order (eV/Å):
C 0.2282 0.0087 -0.0301
C -0.1614 -0.4731 -0.2842
C 0.3702 0.3785 0.2856
C -0.0386 0.0364 0.0271
C -0.4315 -0.0717 -0.0335
O -0.0609 0.0110 0.2646
H 0.0151 -0.0349 -0.1541
H 0.2322 0.1429 0.0370
H 0.0196 -0.1619 -0.0249
H 0.1040 0.0856 0.1953
H 0.0520 0.2297 0.0125
H -0.1150 -0.1806 0.0819
H -0.0508 0.0409 -0.1684
H -0.1631 -0.0115 -0.2089

Atom-resolved charges from natural (NBO), all expressed in e: -0.69 0.00 -0.03 -0.50 -0.05 -0.70 0.23 0.24 0.24 0.23 0.22 0.18 0.16 0.47

Computed, not measured: a 2-piece molecular cluster, C2H5NS overall, with wB97M-V/def2-TZVPD.

Values from the calculation:
Energy above the lowest of the compared OMol25 structures with the same formula, charge and spin: 561.3 kJ/mol
HOMO (spin up / spin down): -8.7 / -7.3 eV

Element x y z (Å)
C: -2.05400 -1.01182 0.44887
C: 0.60513 0.04017 -0.45023
N: 1.31720 1.00996 -0.44746
S: 2.91129 1.61617 -0.67121
H: -1.27227 -1.44910 -0.08856
H: -2.16613 -1.19010 1.46901
H: 0.70681 -0.95261 -0.46095
H: -2.81995 -0.66428 -0.13809
H: 2.77192 2.60162 0.33862

Forces on the atoms, in the same order (eV/Å):
C 0.9424 -0.2549 -0.0914
C 0.0749 3.7888 0.3052
N -0.6409 0.8383 0.1702
S 0.0092 0.5811 1.2279
H 0.8927 -0.7318 -0.3558
H -0.1380 -0.1033 1.4205
H 0.5974 -3.9892 -0.3736
H -1.8198 0.9746 -0.9822
H 0.0819 -1.1035 -1.3208

Atom-resolved charges from natural (NBO), all expressed in e: -0.48 0.14 -0.57 0.17 0.14 0.16 0.15 0.16 0.14

Computed, not measured: C25H14BrN4O10SW as an isolated structure, with wB97M-V/def2-TZVPD.

Values from the calculation:
Energy above the lowest of the compared OMol25 structures with the same formula, charge and spin: 29.3 kJ/mol
HOMO (spin up / spin down): -4.1 / -4.1 eV
Net charge: -1

Element x y z (Å)
W: -0.23576 -0.29273 -0.00066
O: 2.16269 2.89696 1.09417
C: 1.49524 2.08352 0.49059
O: 0.37953 1.54233 0.88275
C: 1.84920 1.65622 -0.91163
C: 2.96539 2.02646 -1.62970
C: 3.08904 1.54811 -2.93109
C: 2.09062 0.75362 -3.48199
C: 1.00717 0.43681 -2.68670
N: 0.92218 0.85789 -1.43290
C: -0.12199 -0.49393 -3.03351
O: -0.32948 -0.84125 -4.17995
O: -0.81358 -0.78702 -1.98215
H: 3.70938 2.65252 -1.15880
H: 3.97120 1.78888 -3.51123
H: 2.13364 0.35740 -4.48612
S: -2.53630 -1.15248 0.16460
C: -2.90567 0.37711 -0.52803
C: -4.06087 0.82375 -1.16653
C: -4.07322 2.11172 -1.65584
C: -2.93945 2.91920 -1.52133
C: -1.81726 2.39154 -0.92117
N: -1.81087 1.15354 -0.41768
H: -4.90546 0.15717 -1.26979
H: -4.95413 2.49433 -2.15625
H: -2.92412 3.93167 -1.89911
H: -0.90313 2.95821 -0.80408
Br: -2.61959 1.08645 2.72568
C: -1.09520 0.10957 3.25309
C: -0.86413 0.05033 4.61872
C: 0.28236 -0.57424 5.07013
C: 1.17795 -1.05715 4.13765
C: 0.86959 -0.93796 2.79594
N: -0.29289 -0.43803 2.34598
C: 1.97425 -1.19684 1.78364
O: 2.98632 -1.75906 2.15702
O: 1.79047 -0.65465 0.63246
H: -1.57124 0.50670 5.29409
H: 0.48962 -0.63779 6.13071
H: 2.13139 -1.49242 4.39757
O: -0.08442 -2.40230 0.19773
C: 0.62228 -3.12867 -0.63027
O: 1.34719 -2.73324 -1.51895
C: 0.47287 -4.61565 -0.37918
C: 1.01490 -5.50526 -1.29947
C: 0.90155 -6.87000 -1.10903
C: 0.24772 -7.32985 0.02329
C: -0.29534 -6.46443 0.95768
C: -0.18415 -5.10139 0.74453
N: 0.12585 -8.77551 0.23736
O: -0.29485 -9.15841 1.31340
O: 0.60478 -9.51705 -0.60064
H: 1.52436 -5.09658 -2.16156
H: 1.30807 -7.57913 -1.81454
H: -0.79652 -6.86438 1.82653
H: -0.60932 -4.39510 1.44375

Forces on the atoms, in the same order (eV/Å):
W -0.5218 1.5222 1.0655
O -0.0212 -0.0075 0.0168
C 0.0435 0.0388 -0.0229
O 0.2127 -0.0334 0.0591
C 0.0386 0.1879 0.1059
C -0.1164 0.0263 -0.1673
C 0.0593 0.0060 -0.0311
C -0.0574 0.2826 0.0977
C 0.0544 -0.3643 -0.1191
N 0.4255 -0.8451 0.3398
C 0.0000 -0.0086 -0.0201
O -0.0086 -0.0108 0.0118
O 0.2665 -0.3077 -0.1293
H -0.0096 0.0120 -0.0053
H -0.0070 -0.0019 -0.0005
H -0.0008 0.0092 -0.0022
S -0.6188 -0.4635 -0.0814
C 0.1307 -0.1315 0.2852
C -0.0437 0.0975 0.0917
C 0.0302 0.0239 0.0007
C -0.0310 -0.0177 0.0052
C -0.0476 0.0807 0.1430
N 0.0678 -0.1476 -0.8147
H 0.0056 0.0054 -0.0003
H -0.0031 0.0030 0.0083
H 0.0060 -0.0030 0.0052
H 0.0129 -0.0092 -0.0326
Br 0.0544 0.0124 0.0192
C -0.2432 -0.1607 -0.1235
C 0.0336 -0.0546 0.0611
C -0.0791 0.0362 0.0221
C 0.0406 -0.1027 -0.0563
C 0.0270 -0.1778 0.0963
N 0.4473 0.2401 -0.1565
C 0.3034 0.1294 -0.0486
O -0.0818 -0.0991 0.0258
O -0.5137 -0.0873 -0.3485
H -0.0054 0.0009 -0.0085
H -0.0063 -0.0016 -0.0022
H 0.0033 0.0060 -0.0145
O 0.3086 0.1185 -0.4751
C -0.1026 0.1505 0.2591
O -0.0735 0.0190 -0.0563
C 0.0225 -0.0224 -0.0163
C 0.0463 0.0518 -0.0040
C -0.0307 -0.1097 -0.0444
C -0.2769 0.2786 -0.1955
C -0.0609 -0.0817 0.0391
C -0.0254 0.0473 0.0345
N 1.2033 -0.1021 0.5624
O -0.4733 0.0029 -0.1266
O -0.3905 -0.0300 -0.2554
H 0.0034 -0.0168 0.0017
H -0.0011 0.0128 -0.0030
H -0.0022 0.0098 -0.0014
H 0.0057 -0.0133 0.0065

Atom-resolved charges from natural (NBO), all expressed in e: 1.64 -0.62 0.77 -0.73 0.12 -0.20 -0.16 -0.20 0.12 -0.44 0.77 -0.63 -0.71 0.24 0.21 0.24 -0.01 0.08 -0.26 -0.16 -0.30 0.06 -0.50 0.23 0.21 0.22 0.21 0.10 0.19 -0.27 -0.14 -0.22 0.14 -0.44 0.77 -0.63 -0.71 0.23 0.22 0.25 -0.77 0.79 -0.62 -0.10 -0.17 -0.20 0.01 -0.22 -0.12 0.53 -0.39 -0.39 0.25 0.24 0.24 0.23

Computed, not measured: C47H56CrGe2NO2STe as an isolated structure, with wB97M-V/def2-TZVPD.

Values from the calculation:
Energy above the lowest of the compared OMol25 structures with the same formula, charge and spin: 14.0 kJ/mol
HOMO (spin up / spin down): -10.0 / -10.5 eV
Net charge: +1
2S+1: 5
<S²>: 6.027

Element x y z (Å)
Cr: 0.63676 0.12433 0.53549
C: 2.73377 -1.69567 4.78953
C: 2.37739 -1.37358 3.34208
Ge: 0.47013 -0.95418 3.09075
C: 0.01428 0.53336 4.33940
C: -0.20173 0.02947 5.76792
C: -0.62856 -2.45829 3.61535
C: -1.48762 -2.88103 2.68733
Ge: -1.05924 -2.03130 0.98305
C: 0.14543 -3.10452 -0.15695
C: -0.53991 -4.20064 -0.97710
C: -2.55116 -1.14538 0.04862
C: -3.77837 -2.03715 -0.14749
C: -2.52474 -3.90351 2.91420
C: -3.04657 -4.63360 1.85167
C: -4.00697 -5.61274 2.05808
C: -4.47547 -5.86573 3.33726
C: -3.98088 -5.12800 4.40610
C: -3.01960 -4.15596 4.19670
H: 3.72250 -2.15451 4.85881
H: 2.02761 -2.39182 5.24782
H: 2.75648 -0.79458 5.40378
H: 2.59484 -2.22421 2.69512
H: 2.98696 -0.54406 2.97549
H: -0.88816 1.05719 4.02782
H: 0.82838 1.26611 4.32047
H: -0.93469 -0.77898 5.79666
H: -0.58099 0.82795 6.40815
H: 0.71582 -0.34598 6.22022
H: -0.61777 -2.90581 4.60798
H: 0.88569 -3.53244 0.52484
H: 0.65713 -2.42596 -0.83986
H: -0.93908 -4.99529 -0.34770
H: 0.17051 -4.65769 -1.66815
H: -1.34440 -3.79529 -1.59380
H: -2.18132 -0.79543 -0.91741
H: -2.83036 -0.25649 0.61827
H: -3.55438 -2.91520 -0.75598
H: -4.56741 -1.48548 -0.66276
H: -4.18530 -2.38583 0.80205
H: -2.70751 -4.45196 0.83918
H: -4.38981 -6.17316 1.21485
H: -5.22989 -6.62369 3.50188
H: -4.35313 -5.30455 5.40692
H: -2.66371 -3.57328 5.03692
C: -2.47187 1.86382 -5.68436
C: -1.66577 1.35552 -4.52185
C: -0.82931 0.24149 -4.65711
C: -0.07156 -0.22022 -3.60712
C: 0.81595 -1.41925 -3.73053
O: 0.35085 -2.51734 -3.95623
C: 2.28500 -1.22090 -3.56681
C: 2.85800 0.04818 -3.60900
C: 4.22563 0.20382 -3.45754
C: 5.02799 -0.91623 -3.26751
C: 4.46116 -2.18209 -3.23877
C: 3.09240 -2.33703 -3.38635
C: -0.15376 0.39093 -2.33053
O: 0.58420 -0.10216 -1.37499
C: -1.02683 1.48895 -2.16607
C: -1.74501 1.95695 -3.28580
C: -1.25976 2.08584 -0.86253
N: -0.82467 1.57705 0.24886
C: -1.15875 2.23941 1.51131
C: -0.06522 3.18194 1.97994
Te: 1.93368 2.47686 1.61818
C: 2.11063 3.54115 -0.19289
C: 2.08445 2.90151 -1.42660
C: 2.14084 3.65732 -2.59013
C: 2.21909 5.03941 -2.52616
C: 2.25444 5.67750 -1.29270
C: 2.20697 4.92969 -0.12489
C: -2.05332 3.35215 -0.84729
C: -1.39245 4.55337 -1.07178
C: -2.11226 5.74054 -1.07968
C: -3.48356 5.72398 -0.87329
C: -4.14235 4.52098 -0.65502
C: -3.42843 3.33218 -0.63983
H: -2.25113 1.29754 -6.58882
H: -2.25846 2.91325 -5.89354
H: -3.54315 1.77458 -5.49687
H: -0.76718 -0.26575 -5.61388
H: 2.22027 0.90964 -3.77126
H: 4.66897 1.19082 -3.50078
H: 6.10026 -0.80225 -3.16283
H: 5.09493 -3.05208 -3.11289
H: 2.64015 -3.32095 -3.38159
H: -2.40070 2.80869 -3.16652
H: -1.31795 1.44010 2.23334
H: -2.09155 2.79816 1.43481
H: -0.15387 3.39150 3.04427
H: -0.10405 4.12522 1.43484
H: 2.00481 1.82090 -1.48972
H: 2.11345 3.16526 -3.55510
H: 2.25609 5.62403 -3.43636
H: 2.32788 6.75604 -1.24100
H: 2.24976 5.43448 0.83313
H: -0.32305 4.55903 -1.25281
H: -1.60244 6.67917 -1.25527
H: -4.04296 6.65014 -0.88652
H: -5.21332 4.51346 -0.49994
H: -3.93852 2.38921 -0.47765
C: 3.68874 -2.52611 0.18287
S: 3.08362 -0.85446 -0.09329
C: 4.50395 0.06649 0.51353
H: 3.85951 -2.75215 1.23268
H: 4.62054 -2.63251 -0.37105
H: 2.96534 -3.22082 -0.23695
H: 5.36244 -0.17814 -0.11095
H: 4.73039 -0.14176 1.55847
H: 4.29592 1.12854 0.38909

Forces on the atoms, in the same order (eV/Å):
Cr 0.2089 0.3197 -0.4962
C 0.0612 -0.0418 0.1804
C 0.0838 -0.0035 -0.1851
Ge -0.1858 0.0464 0.0397
C 0.0160 0.0565 -0.0273
C -0.0145 -0.1070 0.1107
C 0.1870 -0.0004 0.4035
C -0.1390 -0.1777 -0.1230
Ge 0.1663 0.2613 0.0491
C -0.1243 -0.1227 0.0649
C -0.0157 -0.0012 -0.0550
C 0.0119 0.0490 -0.0738
C -0.0896 -0.0640 -0.0193
C -0.0714 -0.0320 -0.0243
C -0.0638 -0.1709 -0.0425
C -0.0123 -0.0232 -0.0146
C -0.0010 0.0040 0.0199
C -0.0303 -0.0291 0.0008
C 0.0194 0.0336 -0.0053
H -0.0026 0.0268 -0.0185
H 0.0053 0.0068 -0.0329
H -0.0270 -0.0149 -0.0052
H -0.0601 -0.0195 0.0552
H -0.0274 0.0062 -0.0014
H 0.0069 -0.0635 -0.0588
H -0.0015 -0.0094 -0.0243
H -0.0017 0.0418 -0.0056
H 0.0415 0.0208 -0.0110
H -0.0249 -0.0014 -0.0261
H -0.0023 0.0198 0.0174
H -0.0140 -0.0020 -0.0271
H 0.0273 0.0872 0.0308
H -0.0429 0.0086 0.0161
H 0.0179 0.0099 0.0181
H -0.0112 -0.0160 0.0250
H 0.0480 0.0003 0.0023
H 0.0478 -0.0135 0.0561
H 0.0074 0.0178 0.0180
H 0.0234 0.0142 0.0038
H 0.0095 0.0151 -0.0239
H 0.0722 0.0368 0.0259
H -0.0078 -0.0047 0.0184
H 0.0081 0.0039 -0.0013
H -0.0068 -0.0108 -0.0122
H 0.0109 0.0095 -0.0159
C -0.0441 0.0043 -0.1462
C -0.0448 0.0402 -0.0018
C 0.0245 -0.0117 -0.0226
C -0.0782 0.1807 0.4257
C -0.0414 -0.2282 -0.1218
O 0.0091 0.1601 0.0352
C 0.0681 0.0592 -0.0230
C -0.0948 -0.0749 -0.0007
C 0.0219 -0.0468 0.0057
C 0.0171 0.1296 -0.0209
C 0.0620 -0.1071 0.0261
C 0.0848 -0.0320 -0.0246
C -0.0535 -0.0742 -0.3086
O -0.0610 -0.0561 0.0613
C 0.0143 -0.1403 -0.0393
C 0.0616 -0.0477 0.0088
C 0.0416 -0.0576 -0.0507
N 0.1652 -0.0081 0.0360
C -0.0764 -0.1552 0.0213
C 0.0735 0.1753 0.0786
Te -0.1479 -0.0862 0.1444
C 0.0268 0.0972 -0.0306
C 0.0064 -0.0962 0.0677
C 0.0003 -0.0221 -0.0988
C 0.0009 0.0853 0.0075
C 0.0109 -0.0274 -0.0212
C 0.0470 0.0144 0.0026
C -0.0387 -0.0383 0.0462
C -0.0347 0.0350 -0.0056
C 0.0066 0.0075 0.0023
C -0.0255 0.0356 0.0098
C 0.0031 0.0182 0.0100
C -0.0271 0.0496 -0.0567
H 0.0004 0.0076 0.0139
H -0.0071 -0.0047 0.0318
H 0.0094 0.0146 0.0196
H 0.0071 -0.0142 0.0071
H 0.0335 -0.0203 0.0015
H 0.0019 0.0008 0.0060
H -0.0138 0.0060 -0.0046
H -0.0249 0.0117 -0.0049
H -0.0345 0.0275 0.0038
H -0.0253 0.0296 0.0076
H 0.0262 0.0595 0.0149
H 0.0049 -0.0146 0.0246
H -0.0082 -0.0051 -0.0007
H -0.0159 -0.0019 0.0213
H 0.0160 0.0401 0.0029
H -0.0106 -0.0007 0.0258
H 0.0017 -0.0196 0.0047
H -0.0006 -0.0084 0.0170
H -0.0098 -0.0265 0.0062
H -0.0264 -0.0149 -0.0130
H 0.0075 -0.0137 -0.0029
H 0.0027 -0.0094 0.0008
H 0.0121 -0.0271 0.0010
H 0.0110 0.0009 -0.0072
C 0.0814 -0.1039 -0.0767
S -0.0635 0.0125 0.0047
C 0.0394 0.0822 0.0312
H -0.0237 0.0707 0.0158
H -0.0038 0.0158 -0.0018
H -0.0228 0.0377 0.0140
H -0.0025 -0.0440 0.0156
H -0.0487 -0.0256 0.0033
H 0.0061 -0.0112 -0.0250

Results of the Mulliken charge analysis, in e, for atoms 1 through 99: -1.79 -1.41 0.07 0.55 -0.29 -1.40 -0.06 -0.04 0.36 0.93 -1.50 0.37 -1.38 0.27 0.25 -1.17 -0.46 -0.78 -0.75 0.44 0.31 0.30 -0.03 0.15 0.44 0.29 0.30 0.43 0.29 0.61 0.33 -0.60 0.43 0.39 0.34 -0.22 0.30 0.24 0.43 0.41 0.55 0.41 0.40 0.41 0.43 -1.68 0.07 -0.62 0.88 -0.81 -0.67 0.31 0.00 -0.62 -0.56 -0.71 -0.35 -0.52 0.65 0.81 -0.67 1.03 1.98 -1.23 -1.16 0.58 0.27 1.19 -0.51 -0.88 -0.79 -0.58 -1.97 0.22 -0.80 -0.71 -0.87 0.10 0.42 0.35 0.33 0.48 0.44 0.44 0.48 0.48 0.54 0.68 0.23 0.48 0.73 0.55 -0.67 0.40 0.44 0.42 0.47 0.28 0.49